Density functional theory data (ωB97M-V/def2-TZVPD) for a 2-piece molecular cluster, C7H14 overall.

Calculated values
Relative energy (zero: lowest compared OMol25 entry of this formula, charge and spin): 4.6272 eV
E: -274.9462 Ha

Each atom is followed by the atoms it is bonded to, with distances in Å.
Geometry (Å):
1 C 2.9039 -0.1778 0.0858  H8 1.094, H9 1.091, H10 1.093, H11 1.099
2 C 0.4849 -0.6702 -1.0920  C3 1.476, C4 1.886, C6 1.492
3 C -0.1765 -1.4402 -0.0205  C2 1.476, C4 1.576, H12 1.093, H13 1.097
4 C -1.3262 -0.5232 -0.5869  C2 1.886, C3 1.576, C5 1.522, C6 1.582, H14 1.090
5 C -2.4564 -0.2125 0.3834  C4 1.522, H15 1.093, H16 1.095, H17 1.094
6 C -0.2474 0.6053 -0.8420  C2 1.492, C4 1.582, C7 1.526, H18 1.095
7 C -0.0303 1.5474 0.3394  C6 1.526, H19 1.096, H20 1.094, H21 1.097
8 H 2.3457 -0.1813 1.0272  C1 1.094
9 H 3.7229 -0.8972 0.1372  C1 1.091
10 H 3.2847 0.8264 -0.1145  C1 1.093
11 H 2.2629 -0.4825 -0.7536  C1 1.099
12 H -0.2129 -2.5253 -0.1432  C3 1.093
13 H -0.0403 -1.1737 1.0344  C3 1.097
14 H -1.7387 -0.9068 -1.5197  C4 1.090
15 H -2.0870 0.1469 1.3477  C5 1.093
16 H -3.1193 0.5509 -0.0366  C5 1.095
17 H -3.0439 -1.1189 0.5594  C5 1.094
18 H -0.3597 1.2039 -1.7519  C6 1.095
19 H 0.8559 2.1653 0.1555  C7 1.096
20 H 0.1165 1.0355 1.2953  C7 1.094
21 H -0.8844 2.2267 0.4463  C7 1.097

---

Density functional theory data (ωB97M-V/def2-TZVPD) for an isolated molecule of C7H14.

Calculated values
Relative energy (zero: lowest compared OMol25 entry of this formula, charge and spin): 0.8120 eV
E: -275.0864 Ha

Each atom is followed by the atoms it is bonded to, with distances in Å.
Geometry (Å):
1 C -0.7071 1.6518 0.6943  C2 1.536, H8 1.097, H9 1.096, H10 1.097
2 C -0.4907 0.2139 0.2002  C1 1.536, C3 1.533, C4 1.544, C5 1.530
3 C -0.9733 0.1196 -1.2522  C2 1.533, H11 1.097, H12 1.096, H13 1.097
4 C -1.3008 -0.7656 1.0767  C2 1.544, H14 1.096, H15 1.096, H16 1.096
5 C 0.9958 -0.1152 0.3503  C2 1.530, C6 1.501, C7 1.500, H17 1.091
6 C 2.0067 0.0102 -0.7526  C5 1.501, C7 1.506, H18 1.086, H19 1.087
7 C 1.6237 -1.3486 -0.2267  C5 1.500, C6 1.506, H20 1.086, H21 1.087
8 H -0.4431 1.7506 1.7544  C1 1.097
9 H -0.0902 2.3572 0.1252  C1 1.096
10 H -1.7570 1.9492 0.5813  C1 1.097
11 H -2.0553 0.2906 -1.3021  C3 1.097
12 H -0.4912 0.8712 -1.8874  C3 1.096
13 H -0.7785 -0.8697 -1.6843  C3 1.097
14 H -0.6963 -1.1471 1.9075  C4 1.096
15 H -2.1855 -0.2838 1.5077  C4 1.096
16 H -1.6461 -1.6330 0.5028  C4 1.096
17 H 1.3697 0.1568 1.3386  C5 1.091
18 H 1.6625 0.2732 -1.7489  C6 1.086
19 H 2.9894 0.4041 -0.5086  C6 1.087
20 H 2.3412 -1.8904 0.3831  C7 1.086
21 H 1.0162 -1.9845 -0.8659  C7 1.087

---

Density functional theory data (ωB97M-V/def2-TZVPD) for a 2-piece molecular cluster, C7H14B3N3O5S2 overall at a distorted geometry.

Calculated values
E: -1686.5879 Ha

Each atom is followed by the atoms it is bonded to, with distances in Å.
Geometry (Å):
1 S 1.5134 -4.8936 -0.0999  B2 1.884, H16 1.405
2 B 1.7502 -3.0260 -0.1722  S1 1.884, O3 1.479, O15 1.503
3 O 1.8336 -2.3052 -1.4604  B2 1.479, B4 1.481
4 B 1.3333 -0.9160 -1.3503  O3 1.481, O5 1.476, H17 1.197
5 O 0.8300 -0.2599 -0.1283  B4 1.476, B6 1.491
6 B 0.6883 -1.2735 0.9564  O5 1.491, C7 1.648, O15 1.493
7 C -0.6216 -1.4410 1.9425  B6 1.648, C8 1.641, H18 1.192, H19 1.171
8 C -1.9878 -0.8598 1.2425  C7 1.641, S9 1.911, H20 1.170, H21 1.191
9 S -3.3965 -2.1379 1.4218  C8 1.911, C10 1.883
10 C -3.4874 -2.9169 -0.2896  S9 1.883, N11 1.514, O14 1.477
11 N -3.1707 -4.3120 -0.7849  C10 1.514, N12 1.413
12 N -3.4321 -4.1705 -2.1668  N11 1.413, C13 1.533
13 C -3.8906 -2.7534 -2.5281  N12 1.533, O14 1.471, H22 1.183
14 O -3.9470 -1.9437 -1.3009  C10 1.477, C13 1.471
15 O 1.8290 -2.2269 1.0988  B2 1.503, B6 1.493
16 H 2.6631 -5.5825 -0.5202  S1 1.405
17 H 1.3303 -0.2795 -2.3638  B4 1.197
18 H -0.7244 -2.6097 2.1526  C7 1.192
19 H -0.4297 -0.8168 2.9145  C7 1.171
20 H -2.3446 0.1749 1.6563  C8 1.170
21 H -1.7540 -0.6898 0.0867  C8 1.191
22 H -4.1681 -2.2967 -3.5840  C13 1.183
23 C 0.8913 5.2148 0.7587  C24 1.502, H28 1.094, H29 1.094, H30 1.094
24 C 0.6279 3.7397 0.6519  C23 1.502, O25 1.229, N26 1.366
25 O -0.4329 3.2343 1.0127  C24 1.229
26 N 1.6153 2.9520 0.1330  C24 1.366, C27 1.444, H31 1.013
27 C 2.9174 3.3577 -0.3410  N26 1.444, H32 1.092, H33 1.092, H34 1.091
28 H 0.0182 5.7136 1.1888  C23 1.094
29 H 1.7492 5.3948 1.4126  C23 1.094
30 H 1.0749 5.6344 -0.2343  C23 1.094
31 H 1.3694 1.9699 0.0909  N26 1.013
32 H 3.0027 3.0648 -1.3900  C27 1.092
33 H 3.6719 2.8270 0.2443  C27 1.092
34 H 3.0778 4.4330 -0.2503  C27 1.091

---

Density functional theory data (ωB97M-V/def2-TZVPD) for an isolated molecule of C7H14BNO6S at a distorted geometry.

Calculated values
E: -1204.4475 Ha

Each atom is followed by the atoms it is bonded to, with distances in Å.
Geometry (Å):
1 O -1.7121 -3.1035 2.3043  C2 1.214
2 C -1.3775 -2.1626 1.6132  O1 1.214, C3 1.529, N16 1.427
3 C -2.1153 -0.8261 1.5274  C2 1.529, C4 1.554, H17 1.083, H18 1.089
4 C -1.4390 -0.0190 0.3840  C3 1.554, B5 1.581, C8 1.543, H19 1.091
5 B -2.4108 0.8178 -0.5410  C4 1.581, O6 1.382, O7 1.375
6 O -3.7817 0.6956 -0.4141  B5 1.382, H20 0.960
7 O -1.9395 1.7326 -1.4525  B5 1.375, H21 0.956
8 C -0.6580 -1.1678 -0.2888  C4 1.543, C9 1.518, N16 1.456, H22 1.098
9 C 0.3252 -0.9350 -1.4216  C8 1.518, C10 1.532, H23 1.088, H24 1.087
10 C 1.7010 -0.3605 -1.0675  C9 1.532, C11 1.521, H25 1.085, H26 1.087
11 C 1.6734 0.7952 -0.0793  C10 1.521, S12 1.784, H27 1.088, H28 1.086
12 S 3.3396 1.4207 0.0468  C11 1.784, O13 1.431, O14 1.431, O15 1.596
13 O 3.7654 1.8473 -1.2508  S12 1.431
14 O 4.1478 0.4514 0.7210  S12 1.431
15 O 3.2041 2.7285 0.9522  S12 1.596, H29 0.962
16 N -0.2560 -2.1248 0.7323  C2 1.427, C8 1.456, H30 1.012
17 H -3.1930 -0.9245 1.4763  C3 1.083
18 H -1.9065 -0.3493 2.4839  C3 1.089
19 H -0.8059 0.6773 0.9353  C4 1.091
20 H -4.1621 1.5559 -0.2242  O6 0.960
21 H -1.1459 1.4539 -1.9064  O7 0.956
22 H -1.4697 -1.7101 -0.7905  C8 1.098
23 H 0.5146 -1.9155 -1.8532  C9 1.088
24 H -0.1543 -0.3659 -2.2141  C9 1.087
25 H 2.3704 -1.1421 -0.7220  C10 1.085
26 H 2.1526 0.0136 -1.9833  C10 1.087
27 H 1.0387 1.6158 -0.4084  C11 1.088
28 H 1.3315 0.4866 0.9046  C11 1.086
29 H 2.3299 2.7707 1.3521  O15 0.962
30 H 0.6330 -1.9564 1.1846  N16 1.012

---

Gap between HOMO and LUMO list, top to bottom, in Eh: 0.31635; 0.40891; 0.32122; 0.36494
LUMO level list, top to bottom, in eV: 0.8; 1.0; -0.3; -0.2